one) Formula: C2H9N5
Source: the OMol25 dataset
Level of theory: the ωB97M-V functional and the def2-TZVPD basis

The geometry in XYZ format:
```
16
Properties=species:S:1:pos:R:3:nbo_charge:R:1
H 0.31443 -2.83474 0.41489 0.4474
N 1.50756 0.24248 -0.74781 0.0364
N 1.96190 1.24228 -1.33417 -0.3052
H -1.84340 1.02237 -0.90377 0.3087
C -1.04101 1.35529 -0.21477 -0.7559
H -1.58551 -2.00734 1.75981 0.4682
H -2.21119 -0.59451 0.92624 0.4253
N -0.22217 -0.90058 0.54556 0.1056
H 1.61067 -1.70265 0.38707 0.4390
H -1.53592 1.56681 0.74742 0.3122
N -1.41358 -1.16838 1.18318 -0.5784
C -0.14615 0.28247 -0.01683 0.4088
N 0.63524 -1.88346 0.68199 -0.5538
H -0.46109 2.34419 -0.44045 0.2901
H 1.58950 2.21147 -1.24182 0.4569
H 2.84072 0.82429 -1.74653 0.4948
```

The total charge is +2. As for the LUMO energy (spin up / spin down): -10.91 / -10.91 eV. The value obtained for the molecular weight is 103.13 g/mol.


two) Formula: C2H9N5
Source: the OMol25 dataset
Level of theory: the ωB97M-V functional and the def2-TZVPD basis

The geometry in XYZ format:
```
16
Properties=species:S:1:pos:R:3:nbo_charge:R:1
C 0.97601 -0.49381 0.14497 0.5164
H -2.92712 1.36926 0.45713 0.2175
H 1.07131 -2.52982 0.64064 0.4486
N 1.35868 -1.77563 0.03002 -0.7728
H 2.27009 -2.05240 -0.30354 0.4412
H -1.51396 -1.47285 -0.43083 0.4213
H -3.42513 0.45652 -1.10918 0.2435
C -3.30009 0.49454 0.02470 -0.0175
H 2.71953 2.23587 -0.54490 0.4455
H 2.86701 0.07286 -0.30648 0.4435
H 1.47577 2.21468 0.64451 0.4197
H -3.88109 -0.17063 0.55003 0.2150
N -1.30125 -0.53896 -0.00370 -0.1726
N 1.94146 0.39721 0.01185 -0.2155
N -0.29812 0.05518 0.28675 -0.0542
N 1.96689 1.73796 -0.09197 -0.5797
```

The total charge is +2. As for the LUMO energy (spin up / spin down): -10.41 / -10.41 eV. The value obtained for the molecular weight is 103.13 g/mol.


three) Formula: C2H9N5
Source: the OMol25 dataset
Level of theory: the ωB97M-V functional and the def2-TZVPD basis

The geometry in XYZ format:
```
16
Properties=species:S:1:pos:R:3:nbo_charge:R:1
H -2.32394 -2.63825 -2.37193 0.4729
N -1.03186 -1.51684 -1.33372 -0.0196
N 0.92803 0.21923 0.43092 -0.6027
H 0.97150 1.34643 2.20824 0.2319
H -2.69329 -0.98928 -2.33949 0.4471
H 1.49718 -0.27154 -0.27420 0.4481
N 2.87061 1.12928 1.56252 -0.6663
N -1.92671 -1.65891 -2.36348 -0.6547
H -1.37543 0.54735 1.92240 0.4223
C -0.42685 0.46471 0.02720 0.4073
H 3.49449 0.68819 0.94536 0.4208
H -2.20737 0.83221 0.50042 0.4240
N -1.34893 0.60971 0.85605 -0.7011
H 3.29605 1.86288 2.17852 0.4781
C 1.56726 0.93969 1.34146 0.4066
H -1.29073 -1.56486 -3.29027 0.4851
```

The total charge is +2. As for the LUMO energy (spin up / spin down): -9.74 / -9.11 eV. The value obtained for the molecular weight is 103.13 g/mol.


So which one is most stable? That would be two), about 0.233 eV below the next structure.


one) Formula: CH4FN
Source: the OMol25 dataset
Level of theory: the ωB97M-V functional and the def2-TZVPD basis

The geometry in XYZ format:
```
7
Properties=species:S:1:pos:R:3:nbo_charge:R:1
H 1.30327 -0.30120 -0.77597 0.3930
H -0.76294 -0.64248 -1.18384 0.1727
H -1.58021 0.80518 0.57428 -0.0482
H 1.29047 -0.24376 0.96477 0.4027
N 0.83598 -0.43878 0.12758 -0.8552
F -1.20334 -1.54519 0.43228 -0.3893
C -0.51831 -0.47445 -0.12530 0.3243
```

The total charge is 0. As for the LUMO energy: 0.92 eV. The value obtained for the molecular weight is 49.05 g/mol.


two) Formula: CH4FN
Source: the OMol25 dataset
Level of theory: the ωB97M-V functional and the def2-TZVPD basis

The geometry in XYZ format:
```
7
Properties=species:S:1:pos:R:3:nbo_charge:R:1
H -1.29724 -0.34033 -1.34688 0.3249
H 0.69402 -0.30215 1.14492 0.2106
H 0.77699 0.00470 -0.64106 0.1901
N -1.29578 -0.48914 -0.31764 -0.2399
C 0.28240 0.17566 0.28627 -0.4039
F -2.31741 0.30870 0.31358 -0.2864
H -0.03043 1.18772 0.32774 0.2047
```

The total charge is 0. As for the LUMO energy: 1.12 eV. As for the structure (SMILES): CNF. The value obtained for the molecular weight is 49.05 g/mol.


So which one is most stable? That would be one), about 0.586 eV below the next structure.


one) Formula: C4H16N2O5
Source: the OMol25 dataset
Level of theory: the ωB97M-V functional and the def2-TZVPD basis

The geometry in XYZ format:
```
27
Properties=species:S:1:pos:R:3:nbo_charge:R:1
H -1.20143 -2.68087 -0.85888 0.1593
N -0.32152 -0.03116 -1.25226 -0.6642
O 1.27042 3.39883 -0.62362 -0.9442
C -1.27527 0.22248 -2.31792 -0.0490
H 1.39934 3.41613 0.32770 0.4776
O -0.39997 -2.94158 1.05799 -0.7121
H -1.29791 -0.66810 4.60832 0.4720
O 2.74214 0.89574 -0.07062 -0.9515
C -0.47824 -2.22771 -0.16748 -0.0677
H 0.19370 -0.78398 1.98667 0.1650
H 3.36524 0.31890 0.38248 0.4829
C -0.13133 -0.09907 1.20310 0.4318
H 0.35171 0.69402 -1.06430 0.3802
C -0.74647 -0.71974 -0.04728 -0.1922
H -0.76703 0.58120 3.89253 0.4834
H -1.70063 1.22613 -2.22302 0.1732
H -2.11205 -0.46218 -2.20091 0.1736
H -1.82488 -0.57953 -0.00385 0.1998
H 1.67830 2.58503 -0.92858 0.4681
H -0.07117 0.82137 -3.85251 0.3604
H 0.47324 -2.39509 -0.67494 0.1817
O -0.19756 1.09824 1.33353 -0.5365
H 2.68452 0.49535 -0.95529 0.4718
H -0.40971 -0.84058 -3.82356 0.3600
N -0.74094 0.09606 -3.65072 -0.8363
O -0.57875 -0.34993 4.05395 -0.9492
H -1.18016 -2.74014 1.58517 0.4621
```

The total charge is 0. As for the LUMO energy: 0.42 eV. As for the structure (SMILES): NCN[C@H](C=O)CO.O.O.O. The value obtained for the molecular weight is 172.18 g/mol.


two) Formula: C4H16N2O5
Source: the OMol25 dataset
Level of theory: the ωB97M-V functional and the def2-TZVPD basis

The geometry in XYZ format:
```
27
Properties=species:S:1:pos:R:3:nbo_charge:R:1
N 1.17757 0.03320 -0.58966 -0.6881
C 0.92952 -0.17444 1.89016 -0.2000
H -0.93446 0.78024 1.60719 0.3649
H 1.43260 -0.18401 2.79478 0.2270
H 1.66304 1.53991 1.00007 0.1843
O -0.56217 -2.97496 -0.61728 -0.9722
N -0.23603 0.80564 2.28718 -0.6515
H -1.25225 0.50366 -2.96949 0.4701
H -3.11000 -0.73183 0.82030 0.4711
H 2.64909 0.59263 -2.00034 0.1623
O -1.64391 0.87744 -2.21633 -0.9340
H 1.04003 1.58742 -2.17017 0.1559
H 1.38977 -0.17859 -3.78913 0.4847
H -3.12858 -1.71599 -0.38355 0.4727
H 2.90015 0.24930 0.84227 0.1958
C -0.24223 1.78734 3.29984 0.5237
H 0.18592 -2.27224 -0.75431 0.5000
C 1.74836 0.48950 0.62941 -0.2326
H -1.24910 2.32325 3.42687 0.1300
H 0.07892 -0.01018 -0.60629 0.3858
O 0.69149 1.78358 4.04142 -0.5988
O 1.05796 -0.30521 -2.86940 -0.7518
H -0.44516 -3.69988 -1.12081 0.4662
H 0.46904 -1.06318 1.56718 0.2020
C 1.53737 0.61260 -1.93269 0.1082
H -2.50370 0.60555 -2.36717 0.4665
O -3.64323 -1.26077 0.17995 -0.9425
```

The total charge is 0. As for the LUMO energy: 0.34 eV. As for the structure (SMILES): O=CNCCNCO.O.O.O. The value obtained for the molecular weight is 172.18 g/mol.


So which one is most stable? That would be one), about 1.084 eV below the next structure.


one) Formula: C2H5IP2
Source: the OMol25 dataset
Level of theory: the ωB97M-V functional and the def2-TZVPD basis

The geometry in XYZ format:
```
10
Properties=species:S:1:pos:R:3:nbo_charge:R:1
P 0.05065 0.17918 2.60400 -0.0375
C -0.26209 0.07836 -1.90114 -0.7258
H 0.18053 0.86746 -2.64840 0.2440
C 0.17324 0.15725 -0.49986 -0.5364
P -0.78107 -0.51366 0.71175 0.4144
H -1.37298 0.03021 -2.01411 0.2440
I 1.88543 1.42269 0.11245 0.1278
H 1.12147 -0.87315 2.61541 0.0298
H 0.02777 -0.91001 -2.34670 0.2385
H -1.02295 -0.43832 3.36659 0.0013
```

The total charge is 0. As for the LUMO energy: -0.22 eV. As for the structure (SMILES): CC(I)=P#[PH2]. The value obtained for the molecular weight is 217.91 g/mol.


two) Formula: C2H5IP2
Source: the OMol25 dataset
Level of theory: the ωB97M-V functional and the def2-TZVPD basis

The geometry in XYZ format:
```
10
Properties=species:S:1:pos:R:3:nbo_charge:R:1
H -1.21490 -2.17349 -0.20274 0.2646
H 0.70340 -2.19587 -0.12633 0.2804
I 2.71824 0.44378 -0.66376 -0.3577
C -0.13381 -0.28079 -0.29413 -0.2259
H -0.82320 3.83757 0.08780 0.0018
H -0.07779 -1.71059 -1.63228 0.2553
C -0.21476 -1.64772 -0.61530 -0.7742
H 0.89522 3.03436 1.20445 0.0540
P -0.95557 1.04010 0.20344 0.4425
P 0.13190 2.84422 -0.07017 0.0590
```

The total charge is 0. As for the LUMO energy (spin up / spin down): -1.96 / -1.90 eV. The value obtained for the molecular weight is 217.91 g/mol.


So which one is most stable? That would be one), about 1.784 eV below the next structure.


one) Formula: CH4N4O2
Source: the OMol25 dataset
Level of theory: the ωB97M-V functional and the def2-TZVPD basis

The geometry in XYZ format:
```
11
Properties=species:S:1:pos:R:3:nbo_charge:R:1
N 0.64054 0.45170 -0.44508 -0.4595
H -0.36525 2.04814 0.45780 0.3583
H -0.47974 -1.20303 -1.16568 0.2000
N -0.47689 1.33404 -0.26260 -0.2702
N -1.28718 0.11822 0.30721 -0.1586
O -2.97724 -1.15856 -0.16614 -0.4016
H 1.35890 0.55138 0.27237 0.3475
O -3.27070 0.97742 0.02676 -0.3780
H 0.16509 -1.46000 0.49158 0.2006
N -2.60424 -0.02316 0.00367 0.6301
C -0.20423 -0.71988 -0.22328 -0.0685
```

The total charge is 0. As for the LUMO energy: 0.50 eV. As for the structure (SMILES): O=[N+]([O-])N1CNN1. The value obtained for the molecular weight is 104.07 g/mol.


two) Formula: CH4N4O2
Source: the OMol25 dataset
Level of theory: the ωB97M-V functional and the def2-TZVPD basis

The geometry in XYZ format:
```
11
Properties=species:S:1:pos:R:3:nbo_charge:R:1
H -2.30202 -0.76326 1.52327 0.4179
H -2.30740 -1.26721 -0.19305 0.4336
N 0.83448 1.15285 -0.10969 -0.0284
N -0.13949 0.29015 -0.55149 -0.4091
O 1.48276 -1.63352 -2.56455 -0.9374
H 1.61048 -0.74585 -2.25409 0.4754
N 0.76627 1.32754 1.13726 0.0774
N -1.90135 -0.76792 0.58992 -0.7976
O -0.30179 0.52085 1.60238 -0.3330
C -0.81714 -0.02668 0.48890 0.6388
H 1.53465 -2.18060 -1.77414 0.4624
```

The total charge is 0. As for the LUMO energy: 0.42 eV. As for the structure (SMILES): Nc1nnno1.O. The value obtained for the molecular weight is 104.07 g/mol.


So which one is most stable? That would be two), about 4.563 eV below the next structure.